1) {"formula": "CH3O4Si", "method": "ωB97M-V with the def2-TZVPD basis set", "gap_ev": 8.21, "homo_ev": -4.451, "charge": -1, "species": ["C", "O", "O", "O", "O", "Si", "H", "H", "H"], "positions_angstrom": [[0.86, -1.30, 0.15], [0.35, -2.03, -0.68], [1.69, -1.53, 1.09], [-0.08, 0.74, -1.72], [-1.73, 1.11, 1.29], [0.29, 0.60, -0.13], [-0.72, -0.02, -2.06], [-1.60, 0.61, 1.99], [0.93, 1.82, 0.07]]}



2) {"formula": "CH3O4Si", "method": "ωB97M-V with the def2-TZVPD basis set", "gap_ev": 9.28, "homo_ev": -5.157, "charge": -1, "species": ["C", "O", "O", "O", "O", "Si", "H", "H", "H"], "positions_angstrom": [[-1.55, 1.26, 0.24], [-1.23, -1.67, -0.25], [-1.47, 2.03, -0.65], [0.12, 0.70, 0.75], [2.46, -0.23, -0.49], [1.51, 0.82, 0.03], [-0.37, -1.65, 0.27], [-1.49, -0.74, -0.36], [2.00, 2.32, -0.22]]}



Calculated relative energies: 1) 0.972; 2) 0.000, given in eV



1) {"formula": "C9H13NO2", "method": "ωB97M-V with the def2-TZVPD basis set", "gap_ev": 9.28, "homo_ev": -8.639, "smiles": "Cc1ccc(O)cc1.CC(N)=O", "charge": 0, "species": ["C", "C", "O", "N", "H", "H", "H", "H", "H", "C", "C", "C", "C", "C", "C", "C", "O", "H", "H", "H", "H", "H", "H", "H", "H"], "positions_angstrom": [[1.39, -0.25, -3.17], [0.53, 0.86, -3.66], [0.84, 2.06, -3.68], [-0.81, 0.53, -3.96], [-1.43, 1.30, -4.11], [-1.19, -0.37, -4.22], [2.47, 0.18, -3.17], [1.36, -1.19, -3.63], [1.09, -0.39, -2.09], [1.50, -1.90, 2.13], [-1.48, 1.22, 1.93], [-1.86, -0.03, 2.39], [-0.17, 1.39, 1.46], [-0.85, -1.07, 2.49], [0.80, 0.47, 1.60], [0.45, -0.77, 2.16], [-2.37, 2.29, 1.68], [-3.31, 1.82, 1.56], [-2.91, -0.25, 2.47], [0.14, 2.44, 1.07], [-1.24, -1.99, 2.80], [1.76, 0.68, 1.15], [2.05, -1.84, 3.09], [2.15, -2.23, 1.34], [1.10, -2.95, 2.36]]}



2) {"formula": "C9H13NO2", "method": "ωB97M-V with the def2-TZVPD basis set", "gap_ev": 9.98, "homo_ev": -9.181, "smiles": "CC(=C=O)[C@@H]1O/C1=N\\C(C)(C)C", "charge": 0, "species": ["C", "C", "C", "C", "C", "C", "C", "C", "C", "N", "O", "O", "H", "H", "H", "H", "H", "H", "H", "H", "H", "H", "H", "H", "H"], "positions_angstrom": [[1.62, 0.81, -0.78], [2.85, 0.21, -0.17], [0.38, 0.27, -0.50], [3.17, -1.01, -0.05], [3.87, 1.30, 0.31], [-1.72, -0.28, 1.49], [-2.57, 0.71, -0.54], [-2.42, -1.88, -0.47], [-1.83, -0.48, -0.03], [-0.56, -0.47, -0.81], [0.78, 1.28, 0.33], [3.54, -2.10, 0.11], [1.89, 1.47, -1.50], [4.12, 1.86, -0.59], [4.87, 0.94, 0.69], [3.57, 1.76, 1.20], [-1.29, 0.60, 1.67], [-2.69, -0.35, 1.79], [-1.28, -1.17, 1.88], [-3.67, 0.73, -0.46], [-2.56, 0.77, -1.71], [-2.34, 1.71, -0.21], [-2.80, -2.37, 0.45], [-3.23, -1.77, -1.09], [-1.71, -2.55, -1.01]]}



Calculated relative energies: 1) 0.000; 2) 3.366, given in eV



1) {"formula": "C9H13NO2", "method": "ωB97M-V with the def2-TZVPD basis set", "gap_ev": 9.34, "homo_ev": -8.609, "smiles": "Cc1ccc(O)cc1.CC(N)=O", "charge": 0, "species": ["C", "C", "C", "C", "C", "C", "C", "O", "H", "H", "H", "H", "H", "H", "H", "H", "C", "C", "O", "N", "H", "H", "H", "H", "H"], "positions_angstrom": [[-0.18, -2.76, -0.97], [1.70, -1.54, 0.06], [0.33, -1.88, 0.18], [2.30, -0.55, 0.83], [-0.41, -1.22, 1.13], [1.44, 0.16, 1.66], [0.15, -0.22, 1.94], [1.99, 1.18, 2.42], [2.34, -2.16, -0.57], [3.37, -0.40, 0.76], [-1.20, -3.00, -0.63], [0.43, -3.66, -1.03], [-1.50, -1.35, 1.13], [-0.48, 0.15, 2.74], [1.41, 1.93, 2.53], [-0.01, -2.26, -1.92], [-1.56, 1.09, -0.56], [-1.07, 2.51, -0.80], [-0.53, 3.27, -0.04], [-1.24, 2.86, -2.14], [-0.70, 0.44, -0.62], [-2.38, 0.79, -1.21], [-0.67, 3.55, -2.59], [-1.56, 2.11, -2.73], [-1.95, 0.96, 0.43]]}



2) {"formula": "C9H13NO2", "method": "ωB97M-V with the def2-TZVPD basis set", "gap_ev": 9.30, "homo_ev": -8.702, "smiles": "Cc1ccc(O)cc1.CC(N)=O", "charge": 0, "species": ["C", "C", "O", "N", "H", "H", "H", "H", "H", "C", "C", "C", "C", "C", "C", "C", "O", "H", "H", "H", "H", "H", "H", "H", "H"], "positions_angstrom": [[-2.10, -2.51, 0.24], [-1.03, -3.44, -0.26], [-0.59, -4.37, 0.39], [-0.56, -3.17, -1.51], [-0.04, -3.90, -1.97], [-0.94, -2.45, -2.09], [-2.42, -2.86, 1.22], [-2.96, -2.42, -0.41], [-1.68, -1.52, 0.45], [-1.09, 3.26, 0.61], [2.11, 0.47, 0.02], [1.65, 1.27, -1.03], [1.54, 0.57, 1.27], [0.69, 2.22, -0.80], [0.53, 1.51, 1.47], [0.02, 2.26, 0.43], [3.19, -0.37, -0.15], [3.02, -0.95, -0.91], [2.19, 1.21, -1.97], [2.04, 0.04, 2.07], [0.44, 2.98, -1.53], [0.09, 1.57, 2.46], [-0.69, 4.27, 0.79], [-1.69, 3.05, 1.51], [-1.70, 3.29, -0.29]]}



3) {"formula": "C9H13NO2", "method": "ωB97M-V with the def2-TZVPD basis set", "gap_ev": 9.31, "homo_ev": -8.716, "smiles": "Cc1ccc(O)cc1.CC(N)=O", "charge": 0, "species": ["C", "C", "O", "N", "H", "H", "H", "H", "H", "C", "C", "C", "C", "C", "C", "C", "O", "H", "H", "H", "H", "H", "H", "H", "H"], "positions_angstrom": [[1.86, 4.80, -0.92], [1.85, 3.80, 0.29], [2.80, 3.45, 0.88], [0.52, 3.35, 0.59], [0.49, 2.45, 1.15], [-0.06, 3.08, -0.16], [2.74, 5.42, -1.02], [0.99, 5.43, -0.88], [1.81, 3.98, -1.65], [0.37, -4.30, 0.09], [-1.80, -0.82, 0.13], [-1.44, -1.38, 1.36], [-1.04, -1.08, -0.97], [-0.72, -2.51, 1.37], [-0.20, -2.13, -1.01], [-0.19, -2.94, 0.17], [-2.59, 0.29, -0.01], [-3.50, -0.03, -0.22], [-2.11, -1.02, 2.09], [-1.26, -0.51, -1.87], [-0.62, -2.97, 2.31], [0.49, -2.38, -1.85], [-0.33, -4.98, -0.03], [0.93, -4.68, 0.96], [1.01, -4.34, -0.79]]}



Calculated relative energies: 1) 0.519; 2) 0.000; 3) 1.629, given in eV



1) {"formula": "C3H5FO2", "method": "ωB97M-V with the def2-TZVPD basis set", "gap_ev": [8.04, 7.30], "homo_ev": [-7.448, -6.901], "charge": 0, "species": ["C", "C", "C", "O", "O", "F", "H", "H", "H", "H", "H"], "positions_angstrom": [[0.33, -0.41, -0.50], [-0.60, -0.48, 1.51], [0.66, 0.44, -1.66], [-0.06, 0.19, 0.59], [-0.85, 0.09, 2.71], [-0.47, 0.71, -2.47], [0.06, -1.44, -0.65], [-0.80, -1.53, 1.46], [1.37, -0.05, -2.33], [1.02, 1.42, -1.34], [-0.66, 1.04, 2.67]]}



2) {"formula": "C3H5FO2", "method": "ωB97M-V with the def2-TZVPD basis set", "gap_ev": 10.23, "homo_ev": -10.281, "smiles": "CC(=O)COF", "charge": 0, "species": ["C", "C", "C", "O", "O", "F", "H", "H", "H", "H", "H"], "positions_angstrom": [[0.06, 0.76, 0.46], [0.41, -0.31, 1.37], [-0.49, 0.28, -0.87], [0.12, 1.90, 0.70], [0.58, -0.38, -1.49], [0.28, -0.95, -2.81], [1.13, -0.91, 0.74], [0.60, -0.01, 2.40], [-0.47, -0.99, 1.39], [-0.97, 1.04, -1.40], [-1.23, -0.44, -0.49]]}



Calculated relative energies: 1) 0.000; 2) 0.651, given in eV



1) {"formula": "C4H8N2O2", "method": "ωB97M-V with the def2-TZVPD basis set", "gap_ev": [8.55, 6.38], "homo_ev": [-7.684, -9.903], "spin_multiplicity": 3, "charge": 0, "species": ["C", "C", "C", "C", "N", "N", "O", "O", "H", "H", "H", "H", "H", "H", "H", "H"], "positions_angstrom": [[-0.43, -0.81, -0.08], [-1.58, -1.07, 0.83], [0.08, 1.57, -0.67], [0.40, 0.44, 0.30], [-0.21, -1.54, -1.06], [1.82, 0.07, 0.20], [2.44, -0.04, 1.24], [2.25, -0.16, -0.91], [-2.20, -0.19, 0.92], [-2.17, -1.90, 0.43], [-1.21, -1.34, 1.82], [0.40, 1.30, -1.68], [-0.99, 1.76, -0.69], [0.59, 2.49, -0.38], [0.21, 0.73, 1.34], [0.61, -1.33, -1.63]]}



2) {"formula": "C4H8N2O2", "method": "ωB97M-V with the def2-TZVPD basis set", "gap_ev": [6.86, 9.00], "homo_ev": [-6.198, -9.905], "spin_multiplicity": 3, "charge": 0, "species": ["C", "C", "C", "C", "N", "N", "O", "O", "H", "H", "H", "H", "H", "H", "H", "H"], "positions_angstrom": [[-2.14, -0.85, -0.60], [-0.92, -0.36, -0.95], [-3.22, -0.35, -3.85], [-0.61, 0.93, -1.48], [-1.20, 2.00, -1.07], [2.41, -0.14, 0.66], [-3.40, -1.38, -4.25], [-2.98, 0.67, -3.41], [-2.23, -1.89, -0.17], [-3.03, -0.19, -0.65], [-0.11, -1.17, -0.90], [-0.79, 2.89, -1.53], [-1.66, 2.27, -0.20], [2.47, 0.73, 0.17], [1.60, -0.55, 0.32], [3.17, -0.72, 0.39]]}



Calculated relative energies: 1) 2.676; 2) 0.000, given in eV



1) {"formula": "C4H6IN2", "method": "ωB97M-V with the def2-TZVPD basis set", "gap_ev": [5.80, 6.22], "homo_ev": [-13.029, -13.201], "charge": 1, "species": ["C", "C", "C", "C", "N", "N", "I", "H", "H", "H", "H", "H", "H"], "positions_angstrom": [[-1.34, -0.77, 0.28], [-0.66, 0.32, -0.07], [0.17, -2.20, 1.72], [1.27, 1.58, -1.03], [-0.98, -1.76, 1.12], [0.46, 0.51, -0.67], [1.98, -1.63, 0.93], [-2.40, -0.56, 0.05], [-1.23, 1.19, -0.26], [2.33, 1.30, -0.73], [1.22, 1.71, -2.14], [0.94, 2.58, -0.64], [-1.75, -2.27, 1.44]]}



2) {"formula": "C4H6IN2", "method": "ωB97M-V with the def2-TZVPD basis set", "gap_ev": [6.24, 7.22], "homo_ev": [-13.296, -13.534], "charge": 1, "species": ["C", "C", "C", "C", "N", "N", "I", "H", "H", "H", "H", "H", "H"], "positions_angstrom": [[0.61, 1.89, -0.55], [0.16, 0.50, -0.64], [2.02, -1.15, -0.25], [-0.22, -1.89, -0.08], [1.65, 2.27, 0.09], [0.77, -0.70, -0.24], [3.53, 0.15, 0.18], [-0.03, 2.52, -1.19], [-0.69, 0.39, -1.24], [-1.14, -1.70, -0.56], [0.33, -2.76, -0.52], [-0.44, -2.06, 0.93], [2.03, 3.26, 0.18]]}



3) {"formula": "C4H6IN2", "method": "ωB97M-V with the def2-TZVPD basis set", "gap_ev": [3.78, 4.28], "homo_ev": [-12.901, -13.357], "charge": 1, "species": ["C", "C", "C", "C", "N", "N", "I", "H", "H", "H", "H", "H", "H"], "positions_angstrom": [[2.24, 0.21, -0.97], [1.45, 0.76, 0.07], [0.52, -1.14, -0.51], [-0.47, -0.23, 1.46], [1.58, -0.91, -1.34], [0.42, -0.13, 0.36], [3.25, 1.01, 3.09], [3.07, 0.81, -1.38], [1.77, 1.68, 0.51], [0.13, 0.07, 2.26], [-1.38, 0.44, 1.47], [-0.76, -1.32, 1.59], [1.94, -1.60, -1.94]]}



Calculated relative energies: 1) 1.095; 2) 0.355; 3) 0.000, given in eV